1.
{
  "formula": "C19H20N2O4",
  "method": "wB97M-V/def2-TZVPD",
  "charge": 0,
  "e_lumo_ev": 0.684,
  "spin_multiplicity": 1,
  "relative_energy_kj_mol": 176.0,
  "max_force_ev_per_a": 0.7,
  "homo_lumo_gap_ev": 8.87,
  "e_tot_ha": -1146.5183,
  "species": ["C", "C", "C", "C", "C", "C", "C", "H", "H", "N", "C", "O", "C", "N", "C", "O", "C", "C", "H", "O", "C", "C", "C", "C", "C", "C", "O", "H", "H", "H", "H", "H", "H", "C", "H", "H", "H", "H", "H", "H", "H", "H", "H", "H", "H"],
  "xyz": [[-6.747, -2.805, 0.147], [-5.621, -1.816, 0.151], [-5.476, -0.896, -0.879], [-4.456, 0.037, -0.876], [-3.549, 0.064, 0.178], [-3.684, -0.855, 1.217], [-4.708, -1.780, 1.199], [-4.800, -2.487, 2.011], [-2.978, -0.838, 2.035], [-2.496, 0.982, 0.262], [-2.110, 1.912, -0.636], [-2.621, 2.142, -1.711], [-0.872, 2.689, -0.150], [0.331, 1.874, -0.248], [0.642, 1.094, 0.797], [-0.084, 1.032, 1.784], [1.971, 0.344, 0.836], [3.129, 1.321, 1.096], [2.942, 1.913, 1.994], [4.323, 0.614, 1.320], [4.527, -0.419, 0.439], [5.792, -0.990, 0.373], [6.049, -2.013, -0.518], [5.047, -2.470, -1.360], [3.781, -1.923, -1.290], [3.511, -0.906, -0.384], [2.228, -0.405, -0.333], [2.979, -2.270, -1.922], [5.249, -3.260, -2.066], [7.035, -2.448, -0.561], [6.557, -0.608, 1.031], [3.242, 1.988, 0.230], [1.908, -0.340, 1.697], [0.994, 1.938, -1.529], [1.706, 1.128, -1.639], [1.504, 2.900, -1.642], [0.244, 1.848, -2.316], [-1.007, 2.989, 0.892], [-0.744, 3.572, -0.779], [-1.912, 0.891, 1.092], [-4.358, 0.742, -1.684], [-6.175, -0.907, -1.703], [-7.030, -3.065, -0.870], [-7.620, -2.378, 0.641], [-6.469, -3.712, 0.680]],
  "forces_ev_per_a": [[0.0, 0.1, 0.0], [0.0, 0.0, -0.1], [0.0, -0.1, 0.2], [0.1, 0.2, -0.1], [-0.3, -0.2, -0.1], [0.0, 0.1, -0.1], [0.0, 0.1, -0.1], [0.0, -0.1, 0.1], [0.1, 0.0, 0.1], [0.0, -0.2, 0.5], [0.5, 0.4, 0.2], [-0.2, 0.0, -0.3], [-0.3, 0.0, 0.1], [-0.2, 0.2, 0.0], [0.2, -0.2, 0.0], [0.0, -0.1, 0.3], [0.3, 0.1, 0.6], [-0.5, 0.1, -0.1], [0.0, 0.0, -0.1], [0.2, -0.3, 0.0], [0.0, 0.0, -0.1], [-0.2, 0.1, 0.0], [0.1, 0.0, 0.0], [-0.1, 0.0, -0.1], [-0.1, 0.2, 0.1], [0.1, 0.0, 0.1], [0.0, -0.1, -0.1], [-0.1, -0.1, -0.1], [0.0, -0.1, -0.1], [0.1, 0.0, 0.0], [0.1, 0.1, 0.1], [0.0, 0.0, 0.1], [-0.1, 0.2, -0.2], [0.3, 0.0, -0.4], [0.0, 0.1, 0.0], [0.0, 0.0, 0.0], [0.0, 0.0, 0.0], [0.0, 0.0, -0.1], [-0.1, -0.1, 0.0], [0.0, 0.2, -0.2], [0.0, 0.0, 0.0], [-0.1, 0.0, -0.1], [-0.1, -0.1, 0.0], [-0.1, -0.1, 0.0], [0.0, -0.1, 0.0]]
}



2.
{
  "formula": "C19H20N2O5S",
  "method": "wB97M-V/def2-TZVPD",
  "charge": 0,
  "e_lumo_ev": 0.209,
  "spin_multiplicity": 1,
  "relative_energy_kj_mol": 2034.9,
  "max_force_ev_per_a": 19.5,
  "homo_lumo_gap_ev": 7.73,
  "e_tot_ha": -1619.2218,
  "species": ["C", "H", "O", "C", "C", "C", "C", "C", "C", "H", "H", "C", "N", "C", "C", "O", "C", "H", "H", "H", "C", "H", "H", "S", "O", "C", "C", "O", "N", "H", "C", "C", "C", "C", "C", "O", "H", "H", "H", "H", "H", "H", "H", "H", "H", "H", "H"],
  "xyz": [[-6.395, -1.749, 0.163], [-7.220, -2.002, 0.589], [-5.666, -0.668, 0.834], [-4.569, -0.296, 0.432], [-4.032, 0.530, 1.139], [-2.903, 1.190, 1.031], [-2.260, 0.765, -0.014], [-2.753, -0.056, -1.129], [-4.002, -0.627, -0.789], [-4.319, -1.447, -1.363], [-2.268, -0.183, -1.882], [-0.998, 1.582, -0.592], [-0.261, 2.225, 0.082], [0.925, 2.708, -0.411], [0.960, 1.778, -1.666], [-0.253, 1.045, -1.441], [2.029, 1.430, -2.542], [1.799, 0.576, -2.994], [3.092, 1.727, -2.220], [1.893, 2.420, -3.235], [1.863, 3.546, -0.002], [1.336, 4.352, 0.934], [2.443, 4.187, -0.643], [3.166, 2.703, 1.232], [3.832, 1.870, -0.134], [2.212, 1.699, 2.169], [1.371, 0.284, 1.639], [0.345, 0.300, 2.108], [1.898, -0.236, 0.766], [2.865, 0.143, 0.322], [1.426, -1.290, 0.018], [2.412, -2.503, -0.135], [3.312, -2.810, -1.000], [4.055, -4.031, -0.531], [3.634, -4.153, 0.778], [2.724, -3.027, 1.123], [4.010, -4.763, 1.366], [4.842, -4.423, -0.760], [3.306, -2.386, -1.988], [0.922, -1.061, -0.843], [0.664, -1.781, 0.871], [2.653, 1.387, 3.207], [1.319, 2.331, 2.645], [-2.445, 1.874, 1.646], [-4.700, 1.049, 2.112], [-5.671, -2.714, -0.007], [-6.593, -1.492, -0.885]],
  "forces_ev_per_a": [[8.0, 0.1, -4.1], [-4.8, -1.2, 3.3], [-9.6, -5.0, 1.9], [0.6, -5.1, -8.7], [-0.1, 10.3, 12.8], [1.4, -0.2, -0.1], [5.2, 1.0, -9.5], [-7.4, 1.9, 13.0], [3.1, -0.1, -1.4], [-1.0, -0.6, -0.9], [5.5, -1.7, -8.8], [-4.3, -4.7, 3.2], [2.6, 10.9, 9.3], [-5.3, -9.2, -8.0], [-2.1, 2.2, 7.7], [4.5, -3.3, -10.2], [1.5, 6.9, -0.8], [-0.1, -3.5, -2.5], [-1.7, -1.5, 0.3], [0.3, -2.5, 0.2], [1.9, 5.9, 7.9], [1.3, -2.0, -2.9], [0.3, -0.4, -0.3], [2.7, 0.3, -6.4], [-1.3, 0.9, 4.1], [-3.1, -2.1, 4.4], [0.4, 11.9, 8.8], [-8.3, -2.1, 4.0], [12.7, -5.5, -13.8], [-2.4, -0.1, 1.7], [-1.7, -6.5, 4.2], [-1.3, 4.0, 4.6], [2.2, -3.0, -3.6], [-10.0, 6.7, 5.4], [-3.6, 8.2, -7.3], [0.6, -4.1, -1.5], [2.7, -5.2, 6.5], [8.4, -4.7, -3.6], [0.3, -0.1, -0.3], [-1.2, 0.7, -2.2], [1.1, 1.0, -2.8], [0.2, 0.5, -2.1], [1.7, -1.0, -1.6], [0.4, 1.5, 1.5], [1.5, -2.2, -2.7], [-1.6, 2.1, 0.9], [-0.1, 0.4, 0.2]]
}



3.
{
  "formula": "C19H20N2O5S",
  "method": "wB97M-V/def2-TZVPD",
  "charge": 0,
  "e_lumo_ev": -0.374,
  "spin_multiplicity": 1,
  "relative_energy_kj_mol": 139.4,
  "max_force_ev_per_a": 1.0,
  "homo_lumo_gap_ev": 8.49,
  "e_tot_ha": -1619.9437,
  "species": ["O", "C", "O", "C", "H", "H", "C", "O", "N", "C", "C", "H", "C", "C", "H", "H", "H", "H", "H", "H", "H", "C", "C", "C", "C", "C", "C", "H", "H", "S", "O", "O", "N", "C", "C", "C", "C", "C", "C", "H", "H", "H", "H", "H", "H", "H", "H"],
  "xyz": [[-2.304, -1.570, 1.709], [-1.778, -1.208, 0.689], [-2.302, -1.399, -0.530], [-3.564, -2.051, -0.577], [-3.764, -2.228, -1.637], [-3.517, -3.007, -0.047], [-4.732, -1.269, 0.041], [-5.631, -1.861, 0.604], [-4.731, 0.065, -0.102], [-3.836, 0.903, -0.874], [-4.667, 2.156, -1.143], [-5.328, 1.992, -1.995], [-5.486, 2.285, 0.140], [-5.832, 0.836, 0.465], [-6.769, 0.522, -0.006], [-5.911, 0.635, 1.535], [-4.872, 2.715, 0.931], [-6.374, 2.900, 0.013], [-4.046, 3.027, -1.341], [-2.945, 1.159, -0.286], [-3.517, 0.402, -1.790], [-0.477, -0.485, 0.633], [0.043, 0.000, -0.566], [1.245, 0.684, -0.564], [1.917, 0.869, 0.629], [1.415, 0.396, 1.827], [0.210, -0.284, 1.829], [-0.219, -0.667, 2.742], [1.977, 0.567, 2.731], [3.452, 1.792, 0.615], [4.107, 1.643, 1.878], [3.187, 3.109, 0.118], [4.309, 1.045, -0.618], [5.057, -0.116, -0.437], [6.174, -0.365, -1.231], [6.888, -1.538, -1.075], [6.505, -2.469, -0.125], [5.396, -2.221, 0.666], [4.668, -1.055, 0.512], [3.808, -0.860, 1.131], [5.091, -2.941, 1.410], [7.068, -3.382, -0.002], [7.753, -1.720, -1.696], [6.476, 0.365, -1.968], [4.682, 1.710, -1.278], [1.670, 1.079, -1.473], [-0.496, -0.161, -1.486]],
  "forces_ev_per_a": [[0.0, 0.0, -0.1], [-0.1, -0.1, 0.2], [0.2, 0.1, -0.2], [-0.4, -0.4, 0.2], [0.0, 0.0, 0.1], [-0.1, 0.2, -0.1], [0.4, -0.2, -0.2], [-0.2, -0.3, 0.1], [-0.2, 0.3, 0.1], [0.4, 0.2, -0.3], [0.1, 0.0, 0.1], [0.0, 0.0, -0.1], [0.0, -0.1, -0.1], [-0.4, -0.1, 0.3], [0.0, 0.0, 0.1], [-0.1, 0.0, -0.1], [0.0, 0.0, 0.0], [0.0, 0.0, 0.1], [0.0, 0.0, -0.1], [0.0, 0.0, -0.1], [0.0, 0.1, 0.1], [0.2, 0.1, 0.1], [0.0, 0.0, 0.1], [-0.1, 0.0, -0.1], [0.4, 0.2, 0.0], [0.1, 0.0, 0.1], [-0.2, 0.0, -0.2], [0.0, 0.0, 0.1], [0.0, 0.0, 0.1], [0.2, 0.1, -0.4], [-0.2, -0.3, -0.1], [-0.1, -0.1, -0.2], [-0.5, 0.7, 0.4], [0.3, -0.8, 0.2], [-0.2, 0.2, 0.0], [0.0, 0.0, 0.0], [0.1, -0.1, 0.0], [0.0, 0.0, 0.0], [0.1, 0.0, 0.0], [0.0, -0.1, 0.1], [0.0, -0.1, 0.1], [0.0, -0.1, 0.0], [0.1, 0.0, -0.1], [0.0, 0.1, -0.1], [-0.1, 0.2, 0.0], [0.0, 0.0, -0.2], [0.0, 0.0, -0.1]]
}



4.
{
  "formula": "C19H20N4O",
  "method": "wB97M-V/def2-TZVPD",
  "charge": 0,
  "e_lumo_ev": 0.765,
  "spin_multiplicity": 1,
  "relative_energy_kj_mol": 86.2,
  "max_force_ev_per_a": 0.8,
  "homo_lumo_gap_ev": 9.58,
  "e_tot_ha": -1030.3144,
  "species": ["O", "C", "N", "H", "C", "C", "H", "H", "C", "C", "C", "C", "C", "C", "C", "H", "H", "H", "H", "H", "C", "C", "C", "C", "C", "C", "H", "H", "H", "H", "H", "H", "H", "H", "C", "N", "C", "N", "C", "N", "H", "H", "H", "H"],
  "xyz": [[2.212, 2.500, -0.636], [2.581, 1.525, -0.021], [2.687, 0.280, -0.510], [2.880, -0.461, 0.159], [2.073, -0.137, -1.751], [0.883, -1.055, -1.465], [1.225, -1.875, -0.828], [0.523, -1.472, -2.406], [-0.253, -0.297, -0.754], [-1.091, 0.453, -1.768], [-2.063, -0.201, -2.513], [-2.803, 0.484, -3.460], [-2.577, 1.833, -3.677], [-1.608, 2.491, -2.939], [-0.871, 1.806, -1.989], [-0.113, 2.331, -1.424], [-1.424, 3.543, -3.103], [-3.154, 2.367, -4.417], [-3.559, -0.037, -4.030], [-2.251, -1.252, -2.344], [-1.115, -1.187, 0.109], [-1.716, -0.645, 1.238], [-2.516, -1.417, 2.060], [-2.733, -2.751, 1.758], [-2.149, -3.300, 0.631], [-1.346, -2.525, -0.188], [-0.896, -2.974, -1.061], [-2.316, -4.339, 0.386], [-3.354, -3.359, 2.399], [-2.963, -0.979, 2.939], [-1.552, 0.396, 1.479], [0.201, 0.447, -0.090], [2.818, -0.666, -2.354], [1.755, 0.761, -2.284], [3.003, 1.605, 1.466], [2.185, 0.726, 2.251], [1.222, 1.010, 3.145], [0.666, -0.096, 3.579], [1.319, -1.061, 2.910], [2.246, -0.607, 2.097], [1.106, -2.103, 3.022], [0.965, 2.003, 3.449], [2.874, 2.629, 1.818], [4.052, 1.309, 1.557]],
  "forces_ev_per_a": [[-0.2, 0.4, -0.2], [0.4, -0.1, 0.6], [0.1, -0.4, -0.1], [0.0, 0.2, -0.1], [-0.1, -0.1, -0.3], [0.1, 0.3, 0.1], [0.0, -0.1, -0.1], [0.0, -0.1, 0.0], [0.0, -0.1, -0.1], [0.1, 0.2, 0.1], [0.0, 0.0, 0.0], [0.0, -0.1, -0.1], [0.0, 0.1, -0.1], [-0.1, 0.1, -0.1], [0.0, 0.0, 0.0], [0.1, 0.0, 0.1], [0.0, 0.1, 0.0], [0.0, 0.0, -0.1], [-0.1, 0.0, 0.0], [0.0, -0.1, 0.0], [0.1, 0.1, 0.1], [0.0, 0.0, -0.1], [0.0, 0.0, 0.1], [-0.1, -0.1, 0.1], [0.0, -0.1, 0.0], [0.1, 0.0, 0.0], [0.1, 0.0, -0.1], [0.0, -0.1, 0.0], [0.0, 0.0, 0.1], [0.0, 0.0, 0.1], [0.0, 0.1, 0.0], [0.0, -0.1, 0.0], [-0.1, 0.1, 0.0], [0.1, -0.1, 0.0], [0.2, 0.3, -0.6], [-0.5, -0.1, 0.6], [0.1, -0.2, -0.1], [-0.4, 0.2, 0.5], [0.1, 0.3, -0.1], [0.5, -0.5, -0.2], [0.0, -0.3, 0.0], [0.0, 0.3, 0.0], [0.0, -0.2, -0.1], [-0.1, 0.1, 0.1]]
}



5.
{
  "formula": "C19H20N4PdS4",
  "method": "wB97M-V/def2-TZVPD",
  "charge": 2,
  "e_lumo_ev": [-7.156, -8.855],
  "spin_multiplicity": 5,
  "max_force_ev_per_a": 1.0,
  "homo_lumo_gap_ev": [7.46, 6.51],
  "e_tot_ha": -2675.1635,
  "species": ["Pd", "C", "C", "C", "C", "C", "C", "C", "N", "N", "C", "C", "C", "C", "C", "C", "N", "C", "C", "C", "C", "C", "C", "N", "H", "H", "H", "H", "H", "H", "H", "H", "H", "H", "H", "H", "H", "H", "H", "H", "H", "H", "H", "H", "S", "S", "S", "S"],
  "xyz": [[-0.845, -0.656, 0.161], [1.979, -0.966, -0.918], [1.669, -0.094, -2.142], [0.354, -0.325, -2.846], [0.302, -0.137, -4.227], [-0.900, -0.284, -4.895], [-2.031, -0.623, -4.164], [-1.906, -0.795, -2.799], [-0.743, -0.643, -2.162], [1.428, -0.479, 0.353], [1.768, -1.384, 1.457], [0.835, -1.233, 2.642], [1.157, -1.747, 3.892], [0.250, -1.601, 4.931], [-0.933, -0.911, 4.707], [-1.185, -0.432, 3.433], [-0.329, -0.614, 2.432], [1.796, 0.911, 0.661], [0.764, 1.935, 0.241], [1.109, 3.280, 0.139], [0.124, 4.210, -0.152], [-1.179, 3.773, -0.345], [-1.442, 2.417, -0.244], [-0.493, 1.535, 0.050], [3.073, -1.033, -0.828], [1.589, -1.978, -1.089], [2.461, -0.270, -2.874], [1.714, 0.968, -1.881], [1.199, 0.138, -4.758], [-0.957, -0.136, -5.962], [-2.992, -0.741, -4.635], [-2.773, -1.059, -2.200], [2.806, -1.231, 1.784], [1.694, -2.418, 1.101], [2.094, -2.259, 4.046], [0.464, -2.015, 5.904], [-1.647, -0.748, 5.498], [-2.086, 0.126, 3.201], [2.766, 1.160, 0.213], [1.903, 1.017, 1.747], [2.131, 3.588, 0.302], [0.370, 5.260, -0.222], [-1.973, 4.467, -0.567], [-2.444, 2.025, -0.382], [-3.328, -0.572, 0.536], [-4.152, -2.311, 0.732], [-2.602, -3.958, 0.106], [-0.854, -3.154, 0.026]],
  "forces_ev_per_a": [[0.8, 0.7, 0.1], [0.3, -0.1, -0.6], [-0.1, -0.1, 0.2], [0.2, 0.2, -0.4], [-0.2, -0.1, 0.2], [0.0, 0.0, 0.2], [0.1, 0.0, 0.2], [-0.3, 0.0, -0.5], [-0.1, -0.1, 0.9], [-0.8, -0.2, -0.1], [0.1, -0.3, 0.3], [0.1, 0.0, 0.3], [-0.1, 0.1, -0.2], [0.0, 0.0, -0.1], [0.0, 0.1, -0.1], [-0.1, 0.0, 0.4], [0.0, -0.1, -0.8], [-0.1, 0.3, 0.1], [0.2, 0.3, 0.0], [-0.1, -0.2, 0.0], [0.0, -0.2, 0.0], [0.0, -0.2, 0.0], [-0.2, 0.5, 0.0], [0.1, -0.7, 0.1], [-0.1, -0.1, 0.0], [0.2, 0.2, 0.1], [0.0, 0.1, 0.1], [0.2, 0.0, -0.1], [0.1, 0.0, -0.1], [0.0, 0.0, -0.1], [-0.1, 0.0, -0.1], [0.2, 0.0, 0.0], [-0.1, 0.0, -0.1], [0.1, 0.1, -0.1], [0.1, 0.0, 0.0], [0.1, 0.0, 0.1], [-0.1, 0.0, 0.1], [0.0, -0.1, 0.1], [-0.1, -0.1, 0.1], [0.1, -0.1, -0.1], [0.1, 0.0, 0.0], [0.0, 0.1, 0.0], [-0.1, 0.0, 0.0], [0.1, 0.1, -0.1], [0.0, -0.4, 0.0], [0.7, -0.3, -0.3], [-0.4, 0.6, 0.3], [-0.3, 0.0, 0.0]]
}